*a*
The following is a DFT calculation (ωB97M-V/def2-TZVPD) of C3H12N2O as an isolated structure.

XYZ file:
```
18
Properties=species:S:1:pos:R:3
O 1.1010 1.2627 0.5496
N 2.1609 1.9799 0.7666
N -0.9701 0.7250 -0.7448
C -1.2754 -1.8927 0.8705
C -0.0971 -0.9648 1.0685
C -0.3205 0.2814 -1.9629
H 0.7393 0.5508 -2.0425
H -2.2193 -1.3941 1.0997
H 0.8602 -1.3642 0.7463
H -0.4073 -0.8033 -2.0573
H 2.0737 2.8108 1.3447
H -0.8445 0.7264 -2.8212
H -1.3374 -2.2576 -0.1574
H 2.9062 1.9614 0.0759
H -1.1916 -2.7688 1.5261
H -0.0242 -0.5335 2.0621
H -0.7141 1.6949 -0.5806
H -0.4400 -0.0144 0.2567
```

Values from the calculation:
- M: 92.1 g/mol
- Kohn-Sham gap (spin up / spin down): 7.9 / 8.6 eV
- Charge: 0

=====

*b*
The following is a DFT calculation (ωB97M-V/def2-TZVPD) of a 2-piece molecular cluster, C3H12N2O overall.

XYZ file:
```
18
Properties=species:S:1:pos:R:3
O 1.3630 3.2916 -1.3676
N -0.2303 -1.6109 2.2102
N -0.6474 -1.8887 -0.1039
C -1.0823 -2.1902 1.2357
C 0.3931 1.4043 -0.1632
C 0.5853 2.0391 -1.5523
H -0.2251 2.0875 0.4392
H -1.3152 -3.1755 1.3017
H -1.4204 -1.4142 -0.5580
H -0.3394 -2.7759 -0.6173
H -2.0600 -1.6253 1.1872
H -0.1822 -0.5679 1.9837
H 2.2120 3.2298 -1.7359
H 0.7032 -2.1498 2.2359
H 1.1980 1.3377 -2.2053
H -0.2689 2.4375 -2.1575
H -0.1027 0.3950 -0.4879
H 1.4192 1.1758 0.3553
```

Values from the calculation:
- M: 92.1 g/mol
- Kohn-Sham gap: 10.1 eV
- Charge: 0

=====

*c*
The following is a DFT calculation (ωB97M-V/def2-TZVPD) of C3H12N2O as an isolated structure.

XYZ file:
```
18
Properties=species:S:1:pos:R:3
O 1.0041 0.8429 0.4903
N -1.4433 0.8381 0.4901
N 1.4058 -2.2472 -1.5302
C 0.6472 -1.1880 -0.8507
C 1.6281 -0.2251 -0.1992
C -1.6720 1.7921 1.6134
H 1.9915 -1.8311 -2.2677
H 0.0070 -1.6712 -0.0803
H -0.0366 -0.6565 -1.5459
H -1.2505 1.3388 2.5070
H -1.7831 -0.0960 0.6522
H 2.2578 0.1521 -0.9877
H -1.1895 2.6878 1.3656
H 2.2634 -0.7935 0.5033
H 0.7756 -2.8891 -1.9898
H -0.1186 0.7958 0.4619
H -1.7497 1.1898 -0.3894
H -2.7369 1.9602 1.7572
```

Values from the calculation:
- M: 92.1 g/mol
- Kohn-Sham gap: 9.3 eV
- Charge: 0

=====

*d*
The following is a DFT calculation (ωB97M-V/def2-TZVPD) of a 2-piece molecular cluster, C3H12N2O overall.

XYZ file:
```
18
Properties=species:S:1:pos:R:3
O -1.8224 -2.1000 0.9773
N -0.2881 -0.2417 -1.0114
N 0.6458 1.8945 1.8436
C 0.5647 -0.8405 -2.1406
C 0.4958 0.7526 -0.3015
C -0.2736 0.9733 1.0964
H 0.6327 1.7673 -0.7597
H -1.3724 -2.8616 1.2052
H -1.4359 -1.7900 0.1539
H 1.6322 1.5324 1.9612
H 0.3016 2.2620 2.7234
H -0.0716 -1.5894 -2.4790
H 1.1898 -1.5168 -1.4881
H -0.4896 0.0481 1.6342
H 1.0474 -0.3647 -2.9309
H -1.1239 1.5992 0.9494
H 1.5452 0.2877 -0.0797
H -1.1777 0.1874 -1.3536
```

Values from the calculation:
- M: 92.1 g/mol
- Kohn-Sham gap: 9.9 eV
- Charge: 0

=====

The most stable arrangement is *c*, and the next structure is 0.0140 hartree less stable.

=====

*a*
The following is a DFT calculation (ωB97M-V/def2-TZVPD) of a 2-piece molecular cluster, C3H12N2O overall.

XYZ file:
```
18
Properties=species:S:1:pos:R:3
O 2.8639 -1.1744 0.6994
N -0.5121 0.2451 -2.6362
N -1.3713 0.6856 2.1639
C 0.0537 0.0045 -1.3116
C -0.3727 0.2692 1.1727
C -0.9136 0.4653 -0.2345
H 0.3153 -1.0485 -1.1298
H 3.3046 -2.0291 0.6471
H 0.9784 0.5798 -1.2264
H 0.1648 0.0270 -3.3574
H -1.8748 -0.0525 -0.3110
H -0.9892 0.5889 3.0956
H -1.2921 -0.3843 -2.8112
H 1.9658 -1.3737 0.9942
H -1.5772 1.6723 2.0344
H 0.5778 0.8005 1.2782
H -0.1958 -0.7985 1.3284
H -1.1256 1.5228 -0.3959
```

Values from the calculation:
- M: 92.1 g/mol
- Kohn-Sham gap: 10.1 eV
- Charge: 0

=====

*b*
The following is a DFT calculation (ωB97M-V/def2-TZVPD) of a 2-piece molecular cluster, C3H12N2O overall.

XYZ file:
```
18
Properties=species:S:1:pos:R:3
O 3.4935 1.2338 -5.4575
N -1.5984 0.9834 0.4201
N -0.9402 -2.1035 0.1437
C -0.3034 0.8588 2.4259
C -0.1155 -0.9645 0.6939
C -0.9755 0.0264 1.4066
H -1.6847 -1.6742 -0.3559
H -2.3556 0.5601 -0.0635
H 4.4221 1.2622 -5.6173
H -1.1504 1.2123 3.0609
H 0.6200 -1.5341 1.2432
H 0.4132 -0.4507 -0.2024
H -1.9946 1.7359 0.8953
H 0.2559 0.2202 3.0642
H -0.2621 -2.8059 -0.2887
H -1.7485 -0.5668 1.9534
H 3.5691 0.3121 -5.3077
H 0.3550 1.6944 1.9859
```

Values from the calculation:
- M: 92.1 g/mol
- Kohn-Sham gap: 10.0 eV
- Charge: 0

=====

*c*
The following is a DFT calculation (ωB97M-V/def2-TZVPD) of a 2-piece molecular cluster, C3H12N2O overall.

XYZ file:
```
18
Properties=species:S:1:pos:R:3
O -1.4986 1.3475 1.7195
N 0.6600 -0.2934 0.5748
N -1.8277 -0.8559 -0.9652
C 1.7611 0.3634 1.2575
C 0.6201 -0.1299 -0.8632
C -0.5238 -0.9234 -1.5524
H -2.0145 2.1007 1.4102
H -2.3693 -0.0549 -1.2236
H 0.5057 0.9361 -1.1041
H -2.0856 -1.1805 -0.0660
H -0.7686 1.2777 1.0766
H 1.8066 0.0410 2.2957
H 0.5852 -1.2713 0.8115
H 1.6374 1.4387 1.1967
H -0.1576 -1.9525 -1.5803
H -0.6416 -0.4498 -2.5234
H 1.5745 -0.4527 -1.3065
H 2.7367 0.0593 0.8422
```

Values from the calculation:
- M: 92.1 g/mol
- Kohn-Sham gap: 9.7 eV
- Charge: 0

=====

The most stable arrangement is *a*, and the next structure is 0.0182 hartree less stable.